DFT (ωB97M-V with the def2-TZVPD basis set) results for C40H42N4O2PPbS as an isolated structure.

Results
Energy above the lowest of the compared OMol25 structures with the same formula, charge and spin: 0.919 eV
E_tot: -77589.3629 eV
HOMO level: -3.5 eV
Charge: -1
Orbital gap: 0.22141 hartree

Geometry as XYZ:
```
91
Properties=species:S:1:pos:R:3:lowdin_charge:R:1
Pb 0.11290 -0.02720 0.01130 1.25
C -3.67650 -0.82030 -0.98410 -0.21
C -2.69090 -1.22350 -2.09680 -0.20
N -1.48720 -1.82880 -1.57040 -0.14
C -1.52660 -3.20990 -1.15160 -0.28
C -2.13480 -3.44050 0.23220 -0.43
S -1.50530 -2.33320 1.55590 0.82
C -3.04410 -1.51660 2.11120 -0.44
C -3.38640 -0.18940 1.41100 -0.28
N -2.95020 -0.13150 0.04670 -0.12
H -4.16490 -1.70400 -0.56410 0.10
H -4.48020 -0.21130 -1.44310 0.12
H -2.38360 -0.31420 -2.61890 0.11
H -3.20840 -1.88270 -2.81770 0.11
H -0.72040 -1.67970 -2.21230 0.08
H -0.49740 -3.57140 -1.11990 0.09
H -2.09070 -3.84670 -1.86270 0.12
H -1.89190 -4.45420 0.55420 0.06
H -3.21580 -3.34030 0.20930 0.05
H -2.86400 -1.32180 3.16810 0.06
H -3.84130 -2.25730 2.03510 0.06
H -2.84070 0.59830 1.93240 0.09
H -4.47760 -0.02630 1.53910 0.12
H -2.68690 0.80620 -0.22450 0.07
C -2.57120 3.49740 2.11020 -0.04
C -1.72900 2.76150 1.05480 -0.53
O -0.98990 1.83560 1.50020 -0.22
C -1.86490 3.23250 -0.23770 -0.08
C -1.10380 2.92540 -1.39980 -0.36
C -1.01810 3.99630 -2.46950 -0.05
N -0.44840 1.82350 -1.58560 -0.10
N 0.32760 1.71860 -2.72400 0.03
C 1.49210 1.17420 -2.49740 -0.52
O 1.96210 0.83280 -1.35750 -0.20
C 2.33760 0.89510 -3.68750 -0.14
C 2.01080 1.26640 -4.98970 -0.04
C 2.80960 0.86840 -6.04700 -0.11
C 3.94840 0.10910 -5.82070 -0.12
C 4.29440 -0.24300 -4.52500 -0.10
C 3.49550 0.14990 -3.47200 -0.03
H -2.17250 4.49990 2.26780 0.07
H -2.51480 2.94610 3.04680 0.06
H -3.61080 3.58140 1.79460 0.07
H -2.52250 4.08900 -0.34500 0.08
H -1.60760 4.87700 -2.22290 0.06
H -1.34720 3.58060 -3.42230 0.07
H 0.02660 4.28270 -2.58910 0.07
H 1.12270 1.85890 -5.15320 0.10
H 2.54600 1.15320 -7.06010 0.09
H 4.56370 -0.21080 -6.65170 0.09
H 5.18620 -0.82610 -4.33430 0.09
H 3.72790 -0.11950 -2.45290 0.10
C 5.48960 3.11920 1.96080 -0.10
C 4.57000 3.20370 2.99130 -0.10
C 3.51790 2.30680 3.06880 -0.08
C 3.37770 1.31190 2.10860 -0.32
C 4.31490 1.22180 1.08030 -0.08
C 5.36780 2.11310 1.01370 -0.08
P 1.96430 0.16360 1.97720 1.03
C 1.13280 0.22400 3.59780 -0.34
C 0.50860 1.41050 3.98150 -0.12
C -0.21780 1.46760 5.15580 -0.08
C -0.33420 0.34210 5.95850 -0.10
C 0.24050 -0.85140 5.55590 -0.09
C 0.95210 -0.91610 4.37130 -0.09
C 2.81900 -1.45610 2.00230 -0.32
C 3.66830 -1.81130 3.02450 -0.11
C 4.27640 -3.07260 3.03130 -0.09
C 4.08410 -3.93270 1.98680 -0.05
C 3.27770 -3.57430 0.89180 -0.18
C 3.15660 -4.41540 -0.23150 -0.07
C 2.43120 -3.99080 -1.30990 -0.10
C 1.74100 -2.76960 -1.26210 -0.18
C 1.73150 -1.92690 -0.16470 -0.23
C 2.58470 -2.32630 0.90800 -0.21
H 6.29140 3.84170 1.89020 0.09
H 4.66200 3.98070 3.73890 0.10
H 2.80570 2.38210 3.87710 0.09
H 4.18480 0.45740 0.32850 0.10
H 6.08710 2.03670 0.21110 0.10
H 0.56170 2.26920 3.32970 0.10
H -0.71210 2.38640 5.44270 0.10
H -0.89060 0.38930 6.88570 0.09
H 0.12910 -1.74300 6.15850 0.10
H 1.36920 -1.85570 4.04080 0.10
H 3.86210 -1.11820 3.83300 0.11
H 4.89170 -3.35910 3.87310 0.09
H 4.55900 -4.90670 1.97690 0.10
H 3.68370 -5.36330 -0.24120 0.10
H 2.34890 -4.61760 -2.19370 0.10
H 1.19970 -2.47960 -2.15910 0.08
```